{
  "formula": "C20H71F3FeN11O17",
  "method": "ωB97M-V with the def2-TZVPD basis set",
  "spin_multiplicity": 6,
  "largest_force_ev_per_a": 8.8,
  "homo_lumo_gap_ev": [6.202, 3.090],
  "mol_weight_g_mol": 850.7,
  "total_charge": 2,
  "s_squared": 8.76,
  "total_energy_ha": -4248.7324,
  "elements": ["Fe", "C", "O", "O", "C", "F", "F", "F", "C", "C", "H", "H", "H", "H", "H", "H", "C", "C", "C", "O", "C", "N", "H", "H", "H", "H", "H", "H", "H", "H", "H", "H", "H", "C", "C", "C", "O", "C", "N", "H", "H", "H", "H", "H", "H", "H", "H", "H", "H", "H", "C", "C", "C", "O", "C", "N", "H", "H", "H", "H", "H", "H", "H", "H", "H", "H", "H", "O", "H", "H", "O", "H", "H", "O", "H", "H", "O", "H", "H", "O", "H", "H", "O", "H", "H", "O", "H", "H", "O", "H", "H", "C", "O", "N", "N", "H", "H", "H", "H", "C", "O", "N", "N", "H", "H", "H", "H", "C", "O", "N", "N", "H", "H", "H", "H", "C", "O", "N", "N", "H", "H", "H", "H"],
  "xyz": [[3.29, -3.42, 1.41], [2.25, -0.30, 0.52], [0.94, -0.76, 0.65], [3.07, -1.49, 0.63], [2.41, 0.67, -0.66], [3.62, 1.19, -0.82], [1.92, 0.31, -1.81], [1.65, 1.75, -0.51], [-0.12, 0.12, 1.12], [-0.74, -0.64, 2.27], [-1.53, -0.03, 2.71], [-1.17, -1.56, 1.86], [-0.04, -0.97, 3.04], [-0.85, 0.58, 0.46], [0.28, 1.11, 1.36], [2.37, 0.29, 1.43], [-0.48, -2.13, -3.17], [-0.58, -3.06, -2.02], [-0.78, -4.53, -2.43], [-1.34, -5.31, -1.39], [-2.76, -5.18, -1.11], [0.64, -2.96, -1.24], [-0.32, -1.08, -2.91], [-1.28, -2.25, -3.90], [0.41, -2.38, -3.75], [-1.44, -2.81, -1.41], [0.19, -4.92, -2.74], [-1.46, -4.60, -3.28], [-2.99, -4.14, -0.91], [-3.03, -5.63, -0.15], [-3.43, -5.53, -1.89], [1.47, -2.91, -1.82], [0.54, -2.06, -0.79], [-4.88, -2.35, -0.44], [-5.68, -1.06, -0.34], [-4.99, 0.26, -0.02], [-4.69, 0.49, 1.38], [-4.14, 1.79, 1.69], [-6.46, -0.98, -1.53], [-5.53, -3.23, -0.51], [-4.27, -2.48, 0.46], [-4.22, -2.46, -1.29], [-6.39, -1.19, 0.48], [-5.54, 1.13, -0.39], [-4.02, 0.29, -0.50], [-3.13, 1.91, 1.29], [-4.11, 1.95, 2.77], [-4.83, 2.50, 1.24], [-7.23, -1.63, -1.47], [-6.95, -0.10, -1.66], [-2.72, 0.93, 5.18], [-1.48, 1.80, 5.28], [-1.50, 2.81, 4.21], [-0.27, 3.53, 4.27], [-0.05, 4.40, 3.20], [-1.47, 2.34, 6.62], [-2.69, 0.22, 4.36], [-3.57, 1.60, 5.03], [-2.92, 0.38, 6.10], [-0.65, 1.12, 5.13], [-2.39, 3.43, 4.34], [-1.62, 2.26, 3.28], [-0.25, 3.88, 2.26], [1.00, 4.69, 3.24], [-0.72, 5.26, 3.24], [-2.30, 2.92, 6.70], [-0.67, 2.91, 6.85], [5.65, 3.97, -0.64], [4.96, 4.34, -1.18], [5.69, 3.05, -0.90], [3.23, -2.77, 3.25], [3.51, -1.87, 3.43], [2.68, -3.01, 3.99], [5.29, -3.14, 1.45], [5.68, -2.26, 1.43], [6.03, -3.73, 1.30], [1.31, -3.80, 1.42], [0.76, -3.65, 2.19], [0.71, -3.72, 0.68], [3.37, -4.14, -0.44], [3.30, -3.65, -1.26], [3.26, -5.06, -0.70], [2.84, 3.34, 1.66], [3.60, 3.16, 1.11], [2.42, 4.10, 1.26], [-0.19, -0.97, 6.13], [-0.73, -0.36, 6.63], [-0.82, -1.49, 5.63], [-0.10, -3.55, 3.81], [-0.13, -4.31, 4.40], [-0.77, -2.96, 4.15], [-1.69, 3.36, -1.15], [-1.13, 4.00, -0.32], [-1.17, 2.35, -1.80], [-2.83, 3.54, -1.58], [-1.60, 1.88, -2.59], [-0.24, 2.16, -1.46], [-3.25, 4.46, -1.54], [-3.12, 2.83, -2.24], [3.98, -2.16, -3.36], [3.01, -2.70, -2.75], [4.92, -1.51, -2.78], [4.26, -2.38, -4.60], [4.88, -1.17, -1.83], [5.71, -1.40, -3.40], [5.06, -1.92, -5.00], [3.52, -2.77, -5.16], [1.16, 1.63, -5.37], [-0.07, 1.55, -5.31], [1.70, 2.29, -6.29], [1.98, 0.92, -4.61], [1.06, 2.86, -6.83], [2.67, 2.53, -6.15], [2.98, 1.07, -4.52], [1.51, 0.29, -3.98], [2.52, 4.46, -2.77], [3.71, 4.18, -2.54], [1.48, 4.12, -2.09], [2.07, 4.97, -3.88], [1.42, 3.61, -1.22], [0.70, 4.75, -2.28], [1.07, 4.88, -4.01], [2.75, 5.10, -4.62]],
  "lowdin_spin": [4.211, 0.030, 0.009, 0.421, 0.007, 0.001, 0.001, 0.003, 0.001, 0.000, 0.000, 0.000, 0.000, 0.000, 0.000, 0.005, 0.000, 0.000, 0.000, 0.000, 0.000, 0.006, 0.000, 0.000, 0.000, 0.000, 0.000, 0.000, 0.000, 0.000, 0.000, 0.000, 0.000, 0.000, 0.000, 0.000, 0.000, 0.000, 0.000, 0.000, 0.000, 0.000, 0.000, 0.000, 0.000, 0.000, 0.000, 0.000, 0.000, 0.000, 0.000, 0.000, 0.000, 0.000, 0.000, 0.000, 0.000, 0.000, 0.000, 0.000, 0.000, 0.000, 0.000, 0.000, 0.000, 0.000, 0.000, 0.000, 0.000, 0.000, 0.065, 0.002, 0.004, 0.047, 0.002, 0.003, 0.090, 0.003, 0.003, 0.073, 0.002, 0.004, 0.000, 0.000, 0.000, 0.000, 0.000, 0.000, 0.001, 0.000, 0.000, 0.000, 0.000, 0.000, 0.000, 0.000, 0.000, 0.000, 0.000, 0.000, 0.003, 0.000, 0.000, 0.000, 0.000, 0.000, 0.000, 0.000, 0.000, 0.000, 0.000, 0.000, 0.000, 0.000, 0.000, 0.000, 0.000, 0.000, 0.000, 0.000, 0.000, 0.000, 0.000]
}